Computed, not measured: C40H28Cl4N5O5Sn as an isolated structure, with ωB97M-V/def2-TZVPD.

Results
Charge ... -1
Multiplicity ... 1
Relative energy (zero: lowest compared OMol25 entry of this formula, charge and spin) ... 8.6 kcal per mole
LUMO level ... 0.06800 hartree
Highest occupied orbital energy ... -4.7186 eV

```
83
Properties=species:S:1:pos:R:3:forces:R:3:mulliken_charge:R:1
Sn 0.636749 0.367933 0.847544 -0.38 0.36 -0.11 0.963
Cl 4.236355 6.517118 0.762179 0.11 0.09 -0.13 -0.260
C 3.247101 5.197115 1.294784 -0.12 -0.07 0.32 -0.093
C 2.927512 4.190680 0.404053 0.13 0.10 -0.16 -0.872
C 2.139007 3.102832 0.771701 0.28 0.53 0.38 -0.140
N 1.766211 2.109770 -0.123147 -0.63 -0.90 0.31 0.529
C 2.002991 2.199647 -1.435708 0.16 -0.07 -0.04 0.238
O 2.678405 3.034460 -2.043912 -0.04 0.01 -0.06 -0.802
C 1.367728 1.125745 -2.286453 -0.04 -0.03 -0.73 0.435
C 1.359209 1.321726 -3.667213 0.09 0.17 0.06 -0.706
C 0.798638 0.361185 -4.482851 -0.03 -0.20 0.14 -0.488
C 0.255737 -0.774753 -3.897249 0.15 0.05 0.00 -0.757
C 0.302495 -0.884849 -2.518109 -0.12 -0.35 -0.16 -0.303
N 0.851076 0.034347 -1.741445 0.14 0.54 0.10 0.318
C 1.682269 3.020970 2.120248 0.34 0.57 -0.13 -0.179
C 1.996076 4.065163 2.990180 -0.01 0.00 0.19 -1.064
C 2.773435 5.137201 2.591164 0.12 -0.01 -0.32 0.146
Cl 3.167520 6.383760 3.726469 -0.05 0.10 0.24 -0.255
N 0.966487 1.905487 2.503104 -0.28 -0.77 -0.68 0.495
C 0.367944 1.767840 3.688948 -0.03 -0.03 -0.12 0.437
O 0.305955 2.554101 4.632289 -0.08 0.12 0.15 -0.780
C -0.328846 0.439215 3.868176 -0.25 -0.18 0.44 0.439
C -1.483260 0.373127 4.646218 -0.09 0.04 -0.04 -0.684
C -2.071669 -0.856081 4.873528 0.10 0.02 -0.10 -0.493
C -1.471857 -1.990416 4.341934 -0.04 -0.02 -0.01 -0.709
C -0.332592 -1.825192 3.575977 -0.14 -0.35 0.09 -0.187
N 0.219502 -0.647379 3.336404 0.21 0.32 0.20 -0.132
H 3.289500 4.256562 -0.607610 -0.03 0.01 0.08 0.768
H 1.794097 2.229581 -4.055267 0.03 0.02 -0.01 0.510
H 0.778022 0.491624 -5.556252 -0.02 0.02 -0.04 0.404
H -0.200534 -1.548765 -4.493642 -0.10 -0.09 -0.01 0.407
H -0.120993 -1.740226 -2.006982 -0.09 -0.09 0.01 0.461
H 1.618953 4.035325 3.998872 0.04 -0.03 -0.02 0.746
H -1.901359 1.283981 5.042636 0.03 0.11 0.07 0.456
H -2.981956 -0.938113 5.450912 -0.03 0.03 0.05 0.399
H -1.888321 -2.973614 4.508974 0.01 -0.05 -0.02 0.403
H 0.167774 -2.677369 3.127646 -0.05 -0.08 -0.04 0.393
C 4.863846 0.032649 0.347270 -0.24 0.16 -0.04 -1.056
C 4.050715 -0.814808 1.280238 0.23 0.13 -0.14 0.428
O 2.973622 -0.447449 1.696513 0.11 0.07 0.14 -0.516
C 4.575648 -2.143551 1.685505 -0.09 -0.45 0.24 0.258
C 5.911193 -2.512792 1.556454 -0.17 0.10 -0.01 -0.309
C 6.317507 -3.779984 1.936029 0.10 -0.07 -0.02 -0.671
C 5.399398 -4.688575 2.436315 0.09 -0.04 0.01 -0.362
C 4.070478 -4.324755 2.581786 -0.05 -0.03 -0.01 -0.483
C 3.662379 -3.056780 2.214903 0.07 0.11 -0.05 -0.404
H 4.215823 0.811156 -0.048379 0.05 0.10 -0.03 -0.025
H 5.288024 -0.555502 -0.462564 0.06 -0.05 -0.05 0.437
H 5.676063 0.503463 0.899115 0.12 0.04 0.04 0.406
H 6.636069 -1.809526 1.177239 0.07 0.08 -0.10 0.398
H 7.353398 -4.066477 1.830001 0.10 0.00 0.01 0.375
H 5.723003 -5.682064 2.712986 0.02 -0.06 0.03 0.372
H 3.358144 -5.036866 2.972872 -0.07 -0.01 0.04 0.398
H 2.635915 -2.739000 2.320393 -0.10 0.02 0.01 0.459
Cl -7.324726 -0.500468 -2.272793 -0.25 -0.05 0.09 -0.220
C -6.258647 0.252680 -3.400359 0.17 0.04 -0.11 0.755
C -6.750367 0.676323 -4.623961 -0.02 -0.04 0.04 -0.624
C -5.882201 1.244924 -5.538934 0.00 -0.05 0.06 -0.345
C -4.537993 1.378244 -5.236878 0.12 0.00 0.01 -0.744
C -4.062678 0.959671 -4.004489 -0.16 -0.04 0.20 0.847
Cl -2.390758 1.129941 -3.611252 -0.09 0.12 -0.14 0.093
C -4.917743 0.403027 -3.044826 -0.09 -0.06 -0.22 -1.550
N -4.496084 0.068682 -1.752279 0.02 0.41 0.29 0.148
C -3.673884 -1.009348 -1.498632 -0.09 -0.47 -0.09 0.841
C -3.532534 -2.035436 -2.432079 0.01 0.00 -0.07 -0.495
C -2.778346 -3.158712 -2.148339 0.07 0.02 -0.06 -0.718
C -2.140224 -3.271030 -0.928224 0.16 -0.26 0.09 -1.041
C -2.279088 -2.257667 0.009645 -0.07 -0.07 -0.07 0.153
C -3.042397 -1.130611 -0.244843 0.05 -0.13 -0.05 0.269
C -3.186273 -0.062287 0.794456 0.18 0.42 -0.05 -0.510
C -2.576772 1.255933 0.257330 -0.47 -0.43 0.35 0.591
O -3.320032 2.013922 -0.368965 -0.36 0.48 -0.21 -0.831
O -1.359309 1.459325 0.474343 1.30 0.18 0.22 -0.477
H -7.801147 0.558611 -4.841152 -0.05 -0.02 -0.04 0.424
H -6.253106 1.581461 -6.495551 -0.03 0.03 -0.07 0.354
H -3.853113 1.813279 -5.947041 0.09 0.05 -0.05 0.441
H -4.257977 0.909316 -1.191635 -0.02 -0.02 -0.02 0.468
H -4.026488 -1.943849 -3.388225 -0.07 0.00 -0.12 0.463
H -2.684473 -3.944648 -2.886372 -0.01 -0.03 -0.05 0.364
H -1.541973 -4.144439 -0.706218 0.02 -0.04 0.05 0.368
H -1.802183 -2.353869 0.976907 0.06 0.06 0.05 0.210
H -2.655804 -0.344879 1.704548 -0.06 -0.09 0.01 -0.440
H -4.240263 0.113026 1.021043 -0.01 0.01 0.02 0.460
```
Forces are in eV/Å.